The molecule C3H6N2S3 at a distorted geometry, computed with ωB97M-V/def2-TZVPD.

Each line ends with the Mulliken charge.
Cartesian coordinates (Å):
S 1.167 2.211 -0.669  -0.107
S 1.303 -0.733 0.773  -0.325
S -0.024 2.378 2.465  -0.156
N -0.852 0.962 0.493  0.254
N -1.208 -0.164 0.287  -0.372
C -0.217 -1.763 -1.278  -1.084
C 0.251 1.604 0.744  -0.001
C -0.233 -1.227 0.160  0.299
H 0.196 -2.863 -1.423  0.287
H -1.273 -1.710 -1.728  0.321
H -0.565 -2.113 0.725  0.267
H -0.690 3.433 1.949  0.168
H 0.322 -1.012 -1.917  0.267
H 1.822 0.997 -0.582  0.182

Calculated values
2S+1	1
frontier orbital gap	7.4	eV
relative energy (zero: lowest compared OMol25 entry of this formula, charge and spin)	447.3	kJ/mol
lowest unoccupied orbital energy	-0.0382	Eh

A structure of composition C2H6O3PS at a distorted geometry, computed with ωB97M-V/def2-TZVPD.

Each line ends with the Mulliken charge.
Cartesian coordinates (Å):
S -1.532 0.061 0.065  1.143
P 0.595 -1.863 -0.248  0.015
O -1.874 1.303 -0.623  -0.731
O -1.552 -1.149 -0.824  -0.655
O -2.304 -0.082 1.313  -0.674
C 0.988 1.181 -0.528  -0.882
C 0.293 0.232 0.433  -0.441
H 0.075 1.916 -0.621  0.263
H 0.519 0.514 1.425  0.414
H 0.012 -2.481 0.846  0.003
H 1.074 0.580 -1.429  0.250
H 1.957 1.667 -0.242  0.298
H 1.748 -1.880 0.434  -0.002

Calculated values
2S+1	1
net charge	-1
frontier orbital gap	9.2	eV
relative energy (zero: lowest compared OMol25 entry of this formula, charge and spin)	377.7	kJ/mol
lowest unoccupied orbital energy	0.1477	Eh

A cluster of 10 separate species, C40H105N6O10P2S2 in total at a distorted geometry, computed with ωB97M-V/def2-TZVPD.

Each line ends with the Mulliken charge.
Cartesian coordinates (Å):
S -0.589 4.741 2.081  -0.030
S -8.042 1.569 1.799  -0.369
P -2.239 3.954 4.532  0.377
P -6.517 2.552 1.069  0.187
O 8.758 -2.726 -4.114  -0.429
O -7.087 -6.338 5.691  -0.508
O 0.136 7.169 5.881  -0.507
O 6.885 1.791 -3.023  -0.556
O 6.039 -4.779 -5.573  -0.356
O -5.783 -1.841 5.186  -0.530
O 2.648 -0.963 -4.191  -0.614
O 3.089 -2.489 -6.727  0.111
O -0.112 0.059 -2.896  -0.293
O 3.669 7.738 8.656  -0.436
N -0.822 3.392 4.956  -0.837
N -2.791 1.026 5.141  -0.255
N -5.068 4.345 3.937  -0.783
N -0.569 0.183 4.787  -0.701
N -2.400 -1.154 4.256  -0.595
N -4.161 1.473 2.302  0.743
C -6.207 -3.508 3.471  -0.772
C -2.963 3.312 2.929  1.210
C 10.125 -1.910 -5.952  -0.877
C -2.055 -2.472 -1.721  -0.519
C -0.894 6.408 1.369  -0.336
C 3.779 -2.102 -2.368  -1.107
C -4.538 0.117 1.892  -1.091
C 5.981 6.989 8.763  -1.001
C -0.106 7.430 2.205  -0.792
C -1.919 0.238 4.269  0.497
C 6.307 -6.149 -5.873  -0.244
C -4.235 -0.063 0.382  -0.676
C -5.679 -3.237 4.865  -0.099
C 0.726 -2.301 -7.011  0.232
C 2.066 -2.276 -7.699  -1.005
C -2.317 -3.175 -3.078  -1.213
C 4.351 -2.161 -7.286  -0.803
C 6.716 0.104 -4.747  -0.489
C -3.507 -1.379 0.068  -0.786
C -2.129 3.849 1.674  -0.801
C 0.149 -3.731 -6.850  -1.113
C -2.996 1.846 2.691  0.157
C -0.630 -4.465 -4.524  -1.218
C 2.430 6.365 6.003  -0.861
C 10.092 -2.608 -4.604  -0.294
C 5.899 -6.491 -7.294  -1.050
C -4.431 3.850 2.702  -0.215
C 2.457 -1.665 -2.961  0.360
C 0.533 -4.342 -5.492  -0.344
C 7.142 0.419 -3.325  -0.140
C -8.364 -5.914 5.212  0.020
C -1.109 -3.119 -4.029  1.122
C -3.059 -1.376 -1.382  0.292
C -5.136 2.552 2.314  -0.992
C -1.976 0.637 -4.343  -0.875
C 1.504 7.565 6.031  -0.325
C -9.363 -5.804 6.349  -1.083
C -1.865 0.930 2.852  -1.774
C 5.024 8.166 8.791  -0.276
C -1.015 1.096 -3.261  -0.100
H 1.376 -3.795 -5.079  0.062
H 4.311 -2.762 -3.058  0.224
H 6.918 -0.939 -4.992  -0.010
H 0.848 7.625 1.733  0.336
H -2.674 -1.462 0.764  0.379
H -0.514 2.707 4.277  0.281
H -6.079 4.354 3.840  0.247
H 4.830 -6.320 -7.439  0.264
H -0.967 1.538 2.822  0.615
H 11.148 -1.810 -6.317  0.368
H -3.581 0.750 0.070  0.361
H -3.970 -0.611 2.438  -0.224
H 6.606 -0.215 -2.611  0.122
H -2.447 1.091 6.088  0.339
H 7.016 7.323 8.853  0.337
H -5.131 0.011 -0.230  0.758
H 3.103 -1.560 -4.806  0.185
H 5.939 1.940 -3.127  0.304
H -0.592 -0.509 5.531  0.361
H -6.113 -4.563 3.212  0.384
H -1.833 2.996 1.068  0.006
H -1.438 -2.568 -4.914  0.068
H -2.566 -0.425 -1.570  -0.692
H -4.766 5.305 4.072  0.278
H -1.412 -5.060 -4.991  0.346
H -0.693 8.333 2.297  0.373
H -9.491 -6.769 6.845  0.329
H 8.254 -3.241 -4.757  0.184
H 0.044 7.028 3.200  -0.018
H -4.626 -3.503 4.934  0.315
H 5.774 -6.783 -5.158  0.282
H 2.157 -3.067 -8.448  0.356
H 3.634 -2.629 -1.424  0.442
H -4.517 4.673 2.000  0.541
H -3.407 -1.192 4.395  0.077
H 9.680 -0.917 -5.877  0.163
H 5.647 0.297 -4.884  0.242
H 7.250 0.743 -5.453  0.318
H 1.935 -0.991 -2.286  0.404
H -2.676 1.430 -4.611  0.438
H 0.391 -0.188 -3.685  0.080
H -3.141 3.725 5.581  0.146
H 5.226 8.844 7.963  0.284
H 6.430 -5.857 -8.005  0.278
H -1.830 0.192 2.065  0.281
H 3.475 7.147 9.391  0.257
H 4.383 -1.095 -7.504  0.321
H -8.223 -4.947 4.733  0.028
H -6.230 -3.822 5.605  0.196
H -6.062 2.051 -0.163  0.102
H 5.872 6.432 7.832  0.248
H -7.259 -3.222 3.388  0.341
H -4.206 -2.184 0.278  0.260
H 7.377 -6.301 -5.734  0.302
H -7.206 -7.199 6.107  0.290
H 2.192 5.675 6.814  0.293
H -0.298 -2.531 -3.622  -0.708
H -0.336 1.063 5.247  0.355
H -5.653 -2.915 2.739  -0.077
H 0.900 -5.350 -5.680  0.374
H -1.430 0.339 -5.240  0.303
H -1.052 -2.070 -1.776  0.277
H 5.768 6.298 9.582  0.326
H 1.619 8.112 6.969  0.281
H -2.133 5.346 4.300  0.105
H -5.599 -0.003 2.066  0.355
H 10.652 -2.037 -3.865  0.298
H 1.814 -2.535 -3.145  -0.140
H -0.635 6.419 0.318  0.435
H -0.272 -5.038 -3.666  0.408
H 1.730 8.243 5.209  0.286
H 4.504 -2.724 -8.207  0.375
H -9.006 -5.100 7.101  0.288
H 6.117 -7.535 -7.524  0.366
H -10.336 -5.469 5.988  0.325
H -5.711 2.324 3.216  0.493
H -8.715 -6.624 4.455  0.319
H 0.594 -4.320 -7.646  0.490
H -0.922 -3.731 -7.037  0.455
H 5.092 -4.637 -5.682  0.154
H 8.209 0.249 -3.197  0.225
H 2.313 5.815 5.067  0.277
H -3.761 0.731 5.107  0.082
H -6.715 -1.598 5.140  0.295
H -2.243 -1.571 3.343  0.263
H 5.132 8.725 9.726  0.288
H 10.537 -3.605 -4.679  0.298
H -3.946 -1.429 -2.004  0.415
H 9.547 -2.471 -6.690  0.268
H -0.075 6.577 6.611  0.295
H -1.962 6.565 1.458  0.207
H -2.742 4.471 1.037  0.728
H -3.175 -2.732 -3.573  0.448
H -2.022 -3.254 -0.965  0.511
H 2.237 -1.320 -8.195  0.512
H 5.150 -2.388 -6.595  0.056
H -1.561 1.375 -2.357  -0.048
H -6.885 3.905 0.937  0.172
H -2.567 -4.222 -2.915  0.451
H 3.469 6.675 6.105  0.241
H -2.543 -0.233 -4.005  0.067
H 0.915 -1.907 -6.015  -0.331
H -0.444 1.967 -3.598  0.417
H 0.018 -1.643 -7.507  0.476
H 4.418 -1.236 -2.192  0.154

Calculated values
2S+1	1
net charge	+1
frontier orbital gap	7.6	eV
lowest unoccupied orbital energy	-0.1136	Eh

The molecule C5H8N2 at a distorted geometry, computed with ωB97M-V/def2-TZVPD.

Each line ends with the Mulliken charge.
Cartesian coordinates (Å):
N 1.929 -0.729 -0.069  -0.645
N 1.519 2.647 0.622  -0.453
C 1.197 1.539 0.532  0.096
C -0.376 -0.025 -0.517  -0.158
C -1.729 0.366 -0.003  -0.559
C 0.828 0.103 0.395  0.185
C -1.402 -1.081 -0.241  -0.613
H 2.726 -0.641 0.555  0.272
H -1.797 0.714 1.025  0.229
H -1.245 -1.721 0.624  0.213
H -2.408 0.867 -0.686  0.264
H 2.237 -0.411 -0.984  0.280
H -0.161 0.201 -1.561  0.410
H 0.542 -0.246 1.395  0.218
H -1.860 -1.582 -1.088  0.260

Calculated values
2S+1	1
SMILES string	N#C[C@H](N)C1CC1
frontier orbital gap	11.3	eV
relative energy (zero: lowest compared OMol25 entry of this formula, charge and spin)	120.6	kJ/mol
lowest unoccupied orbital energy	0.0345	Eh